The following is a DFT calculation (ωB97M-V/def2-TZVPD) of 10 unconnected molecules or ions with the total composition C45H119N9O13.

Bonds (Å) are listed after each position.
Cartesian coordinates (Å):
1 C 9.871 5.997 -6.326  O2 1.444, H7 1.090, H8 1.090, H9 1.090
2 O 8.450 6.088 -6.086  C1 1.444, C3 1.435
3 C 7.873 5.828 -4.798  O2 1.435, C4 1.569, H10 1.090, H11 1.090
4 C 6.351 6.204 -4.740  C3 1.569, C5 1.576, N6 1.445, H12 1.090
5 C 5.671 5.780 -3.383  C4 1.576, H13 1.090, H14 1.090, H15 1.090
6 N 5.740 5.578 -5.890  C4 1.445, H16 1.010, H17 1.010
7 H 10.064 6.038 -7.398  C1 1.090
8 H 10.316 5.039 -6.056  C1 1.090
9 H 10.288 6.779 -5.691  C1 1.090
10 H 7.828 4.751 -4.639  C3 1.090
11 H 8.299 6.315 -3.921  C3 1.090
12 H 6.346 7.288 -4.853  C4 1.090
13 H 6.000 4.807 -3.018  C5 1.090
14 H 4.587 5.726 -3.486  C5 1.090
15 H 5.894 6.507 -2.602  C5 1.090
16 H 5.967 4.594 -5.900  N6 1.010
17 H 6.194 5.933 -6.719  N6 1.010
18 C -6.391 3.666 -6.749  O19 1.439, H24 1.090, H25 1.090, H26 1.090
19 O -5.203 4.039 -7.470  C18 1.439, C20 1.441
20 C -4.448 4.909 -6.603  O19 1.441, C21 1.554, H27 1.090, H28 1.090
21 C -3.078 5.241 -7.257  C20 1.554, C22 1.552, N23 1.447, H29 1.090
22 C -2.275 3.960 -7.608  C21 1.552, H30 1.090, H31 1.090, H32 1.090
23 N -2.249 5.975 -6.325  C21 1.447, H33 1.010, H34 1.010
24 H -6.808 4.326 -5.988  C18 1.090
25 H -6.273 2.697 -6.264  C18 1.090
26 H -7.289 3.481 -7.339  C18 1.090
27 H -5.043 5.803 -6.415  C20 1.090
28 H -4.344 4.446 -5.622  C20 1.090
29 H -3.250 5.920 -8.092  C21 1.090
30 H -1.318 4.126 -8.103  C22 1.090
31 H -2.870 3.407 -8.335  C22 1.090
32 H -2.232 3.387 -6.682  C22 1.090
33 H -2.239 5.424 -5.478  N23 1.010
34 H -1.320 5.798 -6.680  N23 1.010
35 C -10.358 -5.883 8.926  O36 1.398, H41 1.090, H42 1.090, H43 1.090
36 O -10.137 -4.540 8.607  C35 1.398, C37 1.447
37 C -9.065 -4.322 7.661  O36 1.447, C38 1.539, H44 1.090, H45 1.090
38 C -8.445 -2.945 7.957  C37 1.539, C39 1.519, N40 1.404, H46 1.090
39 C -9.492 -1.852 7.824  C38 1.519, H47 1.090, H48 1.090, H49 1.090
40 N -7.378 -2.559 7.131  C38 1.404, H50 1.010, H51 1.010
41 H -11.057 -6.029 9.749  C35 1.090
42 H -9.403 -6.260 9.293  C35 1.090
43 H -10.607 -6.442 8.024  C35 1.090
44 H -8.261 -5.055 7.728  C37 1.090
45 H -9.398 -4.468 6.634  C37 1.090
46 H -8.040 -2.955 8.969  C38 1.090
47 H -9.211 -0.847 8.138  C39 1.090
48 H -10.406 -2.134 8.346  C39 1.090
49 H -9.863 -1.693 6.812  C39 1.090
50 H -6.952 -1.689 7.420  N40 1.010
51 H -6.625 -3.231 7.170  N40 1.010
52 C -0.834 11.379 7.141  O53 1.416, H58 1.090, H59 1.090, H60 1.090
53 O -1.192 11.537 5.780  C52 1.416, C54 1.356
54 C -0.764 10.531 4.980  O53 1.356, C55 1.514, H61 1.090, H62 1.090
55 C -1.177 10.877 3.566  C54 1.514, C56 1.556, N57 1.470, H63 1.090
56 C -0.763 9.780 2.544  C55 1.556, H64 1.090, H65 1.090, H66 1.090
57 N -0.630 12.167 3.120  C55 1.470, H67 1.010, H68 1.010
58 H -1.098 10.386 7.504  C52 1.090
59 H -1.206 12.154 7.811  C52 1.090
60 H 0.242 11.535 7.221  C52 1.090
61 H 0.320 10.411 4.975  C54 1.090
62 H -1.182 9.588 5.331  C54 1.090
63 H -2.260 10.751 3.570  C55 1.090
64 H 0.303 9.555 2.535  C56 1.090
65 H -1.026 9.951 1.500  C56 1.090
66 H -1.279 8.877 2.871  C56 1.090
67 H 0.341 11.922 2.991  N57 1.010
68 H -0.605 12.720 3.966  N57 1.010
69 C 5.149 -1.072 -6.005  O70 1.456, H75 1.090, H76 1.090, H77 1.090
70 O 5.936 -0.660 -7.159  C69 1.456, C71 1.401
71 C 6.998 -1.509 -7.496  O70 1.401, C72 1.527, H78 1.090, H79 1.090
72 C 7.635 -1.087 -8.818  C71 1.527, C73 1.500, N74 1.423, H80 1.090
73 C 6.824 -1.373 -10.047  C72 1.500, H81 1.090, H82 1.090, H83 1.090
74 N 8.880 -1.770 -8.903  C72 1.423, H84 1.010, H85 1.010
75 H 4.784 -2.079 -6.204  C69 1.090
76 H 4.272 -0.459 -5.796  C69 1.090
77 H 5.827 -1.049 -5.152  C69 1.090
78 H 7.711 -1.674 -6.688  C71 1.090
79 H 6.653 -2.517 -7.727  C71 1.090
80 H 7.754 -0.008 -8.724  C72 1.090
81 H 5.942 -0.741 -10.148  C73 1.090
82 H 6.541 -2.419 -10.164  C73 1.090
83 H 7.427 -1.241 -10.945  C73 1.090
84 H 9.304 -1.966 -8.007  N74 1.010
85 H 8.890 -2.607 -9.468  N74 1.010
86 C 1.214 -7.935 2.429  O87 1.428, H92 1.090, H93 1.090, H94 1.090
87 O 0.793 -6.967 3.391  C86 1.428, C88 1.398
88 C 1.127 -7.226 4.723  O87 1.398, C89 1.621, H95 1.090, H96 1.090
89 C 0.456 -6.108 5.686  C88 1.621, C90 1.539, N91 1.459, H97 1.090
90 C 0.787 -6.408 7.159  C89 1.539, H98 1.090, H99 1.090, H100 1.090
91 N -1.000 -6.104 5.590  C89 1.459, H101 1.010, H102 1.010
92 H 2.280 -7.766 2.273  C86 1.090
93 H 0.785 -7.680 1.460  C86 1.090
94 H 1.039 -9.005 2.542  C86 1.090
95 H 0.753 -8.199 5.043  C88 1.090
96 H 2.215 -7.219 4.789  C88 1.090
97 H 0.838 -5.156 5.320  C89 1.090
98 H 0.344 -5.692 7.852  C90 1.090
99 H 1.854 -6.208 7.258  C90 1.090
100 H 0.585 -7.437 7.457  C90 1.090
101 H -1.215 -6.184 4.606  N91 1.010
102 H -1.323 -6.999 5.928  N91 1.010
103 C -6.646 -5.561 -12.163  O104 1.417, H112 1.090, H113 1.090, H114 1.090
104 O -6.208 -5.749 -10.829  C103 1.417, C105 1.398
105 C -6.406 -4.643 -9.996  O104 1.398, C106 1.518, H115 1.090, H116 1.090
106 C -5.533 -4.806 -8.765  C105 1.518, N107 1.478, H117 1.090, H118 1.090
107 N -5.958 -5.934 -7.911  C106 1.478, C108 1.456, H119 1.010
108 C -4.924 -6.216 -6.926  N107 1.456, C109 1.563, H120 1.090, H121 1.090
109 C -5.257 -7.510 -6.115  C108 1.563, O110 1.431, H122 1.090, H123 1.090
110 O -4.857 -8.659 -6.868  C109 1.431, C111 1.409
111 C -5.213 -9.829 -6.168  O110 1.409, H124 1.090, H125 1.090, H126 1.090
112 H -5.983 -4.855 -12.663  C103 1.090
113 H -7.701 -5.342 -12.329  C103 1.090
114 H -6.575 -6.424 -12.825  C103 1.090
115 H -7.481 -4.632 -9.816  C105 1.090
116 H -6.225 -3.710 -10.529  C105 1.090
117 H -5.516 -3.926 -8.121  C106 1.090
118 H -4.538 -4.959 -9.182  C106 1.090
119 H -5.975 -6.695 -8.576  N107 1.010
120 H -4.817 -5.353 -6.269  C108 1.090
121 H -4.004 -6.412 -7.478  C108 1.090
122 H -6.288 -7.521 -5.763  C109 1.090
123 H -4.563 -7.484 -5.275  C109 1.090
124 H -4.669 -9.917 -5.228  C111 1.090
125 H -4.917 -10.699 -6.754  C111 1.090
126 H -6.293 -9.888 -6.027  C111 1.090
127 C 7.415 -2.690 3.430  O128 1.428, H136 1.090, H137 1.090, H138 1.090
128 O 8.407 -3.458 4.112  C127 1.428, C129 1.438
129 C 9.055 -4.413 3.254  O128 1.438, C130 1.518, H139 1.090, H140 1.090
130 C 9.730 -5.495 4.076  C129 1.518, N131 1.484, H141 1.090, H142 1.090
131 N 11.069 -5.137 4.608  C130 1.484, C132 1.486, H143 1.010
132 C 11.257 -3.811 5.251  N131 1.486, C133 1.533, H144 1.090, H145 1.090
133 C 12.746 -3.578 5.532  C132 1.533, O134 1.474, H146 1.090, H147 1.090
134 O 13.225 -4.617 6.462  C133 1.474, C135 1.440
135 C 14.661 -4.587 6.576  O134 1.440, H148 1.090, H149 1.090, H150 1.090
136 H 6.892 -2.211 4.257  C127 1.090
137 H 6.709 -3.410 3.015  C127 1.090
138 H 7.785 -1.998 2.673  C127 1.090
139 H 9.788 -3.966 2.583  C129 1.090
140 H 8.342 -4.907 2.594  C129 1.090
141 H 9.841 -6.308 3.359  C130 1.090
142 H 9.173 -5.876 4.933  C130 1.090
143 H 11.259 -5.765 5.375  N131 1.010
144 H 10.703 -3.691 6.182  C132 1.090
145 H 10.942 -2.918 4.710  C132 1.090
146 H 12.778 -2.604 6.019  C133 1.090
147 H 13.309 -3.554 4.599  C133 1.090
148 H 15.188 -4.996 5.714  C135 1.090
149 H 14.929 -5.285 7.369  C135 1.090
150 H 15.140 -3.623 6.742  C135 1.090
151 C -6.725 2.345 2.591  O152 1.416, H160 1.090, H161 1.090, H162 1.090
152 O -5.869 3.444 2.336  C151 1.416, C153 1.489
153 C -6.266 4.844 2.648  O152 1.489, C154 1.505, H163 1.090, H164 1.090
154 C -6.460 5.142 4.111  C153 1.505, N155 1.469, H165 1.090, H166 1.090
155 N -5.177 4.877 4.776  C154 1.469, C156 1.448, H167 1.010
156 C -5.308 5.120 6.197  N155 1.448, C157 1.533, H168 1.090, H169 1.090
157 C -4.319 4.352 7.082  C156 1.533, O158 1.410, H170 1.090, H171 1.090
158 O -4.616 2.974 7.128  C157 1.410, C159 1.424
159 C -3.716 2.163 7.876  O158 1.424, H172 1.090, H173 1.090, H174 1.090
160 H -6.643 2.104 3.651  C151 1.090
161 H -6.364 1.503 2.001  C151 1.090
162 H -7.761 2.521 2.302  C151 1.090
163 H -7.201 5.198 2.215  C153 1.090
164 H -5.484 5.431 2.167  C153 1.090
165 H -7.237 4.527 4.567  C154 1.090
166 H -6.843 6.159 4.197  C154 1.090
167 H -4.899 3.911 4.680  N155 1.010
168 H -6.272 4.788 6.582  C156 1.090
169 H -5.167 6.180 6.409  C156 1.090
170 H -4.310 4.757 8.094  C157 1.090
171 H -3.282 4.540 6.804  C157 1.090
172 H -2.719 2.327 7.467  C159 1.090
173 H -3.899 1.123 7.606  C159 1.090
174 H -3.822 2.304 8.952  C159 1.090
175 C -0.983 1.195 1.991  C176 1.538, H179 1.090, H180 1.090, H181 1.090
176 C -0.729 1.001 0.486  C175 1.538, C177 1.542, O178 1.382, H182 1.090
177 C -1.216 -0.386 0.018  C176 1.542, H183 1.090, H184 1.090, H185 1.090
178 O -1.210 2.092 -0.212  C176 1.382, H186 0.960
179 H -0.291 0.525 2.501  C175 1.090
180 H -1.973 0.894 2.336  C175 1.090
181 H -0.719 2.190 2.349  C175 1.090
182 H 0.340 1.100 0.300  C176 1.090
183 H -1.111 -0.571 -1.051  C177 1.090
184 H -2.284 -0.529 0.179  C177 1.090
185 H -0.776 -1.257 0.502  C177 1.090
186 H -2.146 2.179 -0.014  O178 0.960

Values from the calculation:
LUMO: 0.50 eV
Total energy: -88611.040 eV
Total charge: 0
Frontier orbital gap: 9.230 eV
Multiplicity: 1
Energy relative to the best compared isomer or geometry (same formula, charge and spin): 118.0 kcal per mole
SMILES: COC[C@H](C)N.COC[C@H](C)N.COC[C@H](C)N.COC[C@H](C)N.COC[C@H](C)N.COC[C@H](C)N.COCCNCCOC.COCCNCCOC.COCCNCCOC.CC(C)O

Results of the Löwdin charge analysis, in e, for atoms 1 through 5: -0.08, -0.21, -0.21, -0.42, -0.05